The following is a quantum chemistry calculation of a molecular structure, C23H49IrN4OP3 at a distorted geometry, from the Open Molecules 2025 dataset.

Calculated values
* energy relative to the best compared isomer or geometry (same formula, charge and spin): 0.000 eV
* E_HOMO (alpha / beta): -13.18 / -15.98 eV
* spin multiplicity: 5
* total charge: +3
* E: -2327.336114 Eh
* <S²>: 6.0267

Last column: Mulliken charge in e.
Geometry (Å):
Ir1 0.49035 0.24898 0.41733  2.81
P1 0.10177 1.05062 -1.61766  0.69
P2 0.71401 2.65751 1.34250  0.71
P3 -0.45113 -1.92818 -0.00551  0.32
H1 -1.42054 1.35086 2.11043  0.35
C1 -1.08682 0.33562 1.89246  -1.70
C2 0.10882 -0.17190 2.50145  -0.93
H2 0.71296 0.47799 3.14038  0.43
C3 -1.64007 1.57956 -1.78030  -0.79
C4 1.13405 2.48235 -2.07490  -1.30
C5 0.44887 -0.14366 -2.95029  -1.17
C6 0.77641 2.88210 3.17236  -1.45
C7 2.11239 3.77432 0.91590  -1.65
C8 -0.75187 3.70869 0.94773  -1.48
C9 -0.75719 -3.03830 1.43633  -1.59
C10 0.49473 -3.10764 -1.04473  -1.55
C11 -2.12899 -1.83900 -0.75042  -1.58
H3 -1.88756 -0.37243 1.67397  0.37
H4 0.13037 -1.23461 2.75218  0.58
H5 -1.85778 1.97427 -2.78767  0.49
H6 -1.84676 2.36278 -1.03470  0.25
H7 -2.30010 0.72080 -1.58829  -0.07
H8 0.99165 2.74505 -3.13798  0.61
H9 2.19355 2.21976 -1.91353  0.30
H10 0.86096 3.34766 -1.45247  0.37
H11 0.30908 0.32569 -3.93905  0.59
H12 -0.22776 -1.00585 -2.86396  0.33
H13 1.49707 -0.47317 -2.86181  0.34
H14 0.84606 3.94974 3.43422  0.47
H15 1.65591 2.37021 3.58354  0.38
H16 -0.12090 2.46196 3.63923  0.41
H17 1.82048 4.83208 1.03104  0.47
H18 2.45101 3.61523 -0.11284  0.38
H19 2.94910 3.56316 1.59648  0.49
H20 -0.76541 4.66541 1.49910  0.54
H21 -1.67002 3.16178 1.19390  0.36
H22 -0.75796 3.93417 -0.12427  0.43
H23 -1.18380 -4.00183 1.11487  0.51
H24 -1.45219 -2.57022 2.14250  0.40
H25 0.19075 -3.24564 1.95010  0.42
H26 -0.09725 -4.00385 -1.30229  0.53
H27 1.37121 -3.43059 -0.46399  0.37
H28 0.82752 -2.62747 -1.97174  0.34
H29 -2.64296 -2.81516 -0.81415  0.66
H30 -2.07304 -1.42286 -1.76337  0.57
H31 -2.74833 -1.17437 -0.13101  0.58
C12 -5.65691 -0.65103 -2.47419  0.72
C13 -6.96116 -0.19327 -2.81749  -0.61
C14 -7.98138 -0.37388 -1.87151  -0.33
C15 -7.75786 -1.08350 -0.68833  -0.38
C16 -6.51896 -1.73660 -0.50503  -0.30
C17 -5.51071 -1.62418 -1.46664  -0.31
O1 -4.47680 -0.03162 -2.89296  -0.26
H32 -4.66823 0.48341 -3.70298  0.35
H33 -7.17563 0.30699 -3.77013  0.41
H34 -8.97258 0.05141 -2.06066  0.41
H35 -8.51374 -1.15829 0.08801  0.45
H36 -6.33259 -2.31136 0.39323  0.44
H37 -4.59397 -2.20948 -1.37016  0.47
C18 2.75950 -1.51839 1.65134  -0.61
N1 2.61957 -0.34069 0.70808  0.00
C19 3.16422 -0.70995 -0.64858  -0.24
N2 4.56072 -1.18159 -0.54410  0.16
C20 4.63770 -2.33996 0.37617  -0.69
N3 4.15122 -1.98719 1.72553  0.18
C21 4.99709 -0.88989 2.25088  -0.72
N4 4.90832 0.30012 1.36876  0.17
C22 3.50248 0.74657 1.27042  -0.29
C23 5.39348 -0.09319 0.03219  -0.76
H38 2.13178 -2.34603 1.29782  -0.10
H39 2.46153 -1.21841 2.66340  0.28
H40 3.12401 0.17435 -1.29779  0.05
H41 2.54136 -1.50135 -1.07695  -0.06
H42 5.68715 -2.65272 0.47107  0.37
H43 4.02741 -3.16954 -0.02132  0.33
H44 4.67167 -0.62736 3.26497  0.33
H45 6.04183 -1.23916 2.27623  0.36
H46 3.47855 1.61178 0.59791  -0.14
H47 3.13912 1.01106 2.27782  0.06
H48 6.42686 -0.46149 0.13523  0.35
H49 5.37431 0.77282 -0.64130  0.32